Entry 1:
DFT (the ωB97M-V functional and the def2-TZVPD basis) results for 2 unconnected molecules or ions with the total composition C24H38N4O6 in a non-equilibrium geometry.

* LUMO level: 0.49 eV
* frontier orbital gap: 8.448 eV
* total energy: -1607.80846 a.u.
* SMILES: CCCCN1C[C@H](O)[C@@H](O)[C@H](O)[C@H]1CO.CNC(=O)[C@H](Cc1c[nH]c2ccccc12)NC(C)=O

The geometry in XYZ format:
```
72
Properties=species:S:1:pos:R:3:forces:R:3:mulliken_charge:R:1
O -8.69322 1.53570 1.33553 0.01 -0.29 -0.10 -0.675
O -5.38760 -1.03478 3.65152 -0.53 -0.37 -0.56 -0.684
O 5.15346 2.24366 -3.55992 -0.10 -0.29 0.18 -0.581
O 1.81432 -0.56254 0.37298 0.16 0.12 -0.07 -0.565
O 0.97800 -0.60301 -2.30964 0.33 0.02 0.12 -0.622
O 2.86711 -0.63312 -4.29895 0.18 0.20 0.10 -0.590
C -7.63530 1.74071 1.91564 -1.37 0.67 -0.43 0.730
C -6.19858 -1.51967 2.86147 0.94 1.34 0.87 0.206
C -4.23368 -2.11591 0.00690 0.00 0.40 0.18 -0.999
C -4.93879 -0.98060 0.22034 0.31 0.82 0.24 0.725
C -2.84324 2.28221 0.47752 -0.62 -0.97 -0.14 -0.905
C -1.58076 1.68203 0.33119 -0.60 -1.05 -0.10 -0.534
C -4.01417 1.49946 0.44122 0.67 0.04 -0.06 -0.145
C -1.48845 0.29397 0.14461 -0.36 0.49 0.02 -0.816
C -3.95229 0.09785 0.27462 0.38 0.66 0.15 1.219
C -2.65682 -0.47527 0.11475 -1.31 0.30 0.10 -0.987
N -2.88688 -1.82187 -0.05890 0.85 -0.97 -0.16 0.044
N -6.51330 -2.82183 2.85161 -0.52 -0.64 -0.16 -0.146
N 5.06149 0.24515 -1.35327 -0.61 0.28 -0.28 0.538
N -6.74854 0.78311 2.17090 1.18 -1.31 0.66 -0.138
C -7.28276 3.13200 2.38823 0.01 -0.16 0.05 -1.121
C -5.95475 -3.81810 3.76426 0.13 0.34 -0.14 -0.890
C 9.08508 -0.05824 0.55135 0.14 0.17 -0.19 -1.140
C 5.44187 0.84963 -3.77249 0.31 0.26 -0.05 -0.899
C 6.47689 -0.01821 -1.00773 -0.76 0.52 -0.10 -1.307
C 4.12579 -0.17716 -0.28313 0.46 -0.08 -0.99 -0.974
C 8.68225 1.07259 -0.40078 -0.28 -0.02 0.40 -0.490
C 7.15887 1.25156 -0.50547 0.56 -0.12 -0.24 -0.300
C 2.64850 0.01927 -0.64355 0.59 -0.07 0.15 0.319
C 2.37403 -0.66970 -1.98072 -0.37 0.43 1.05 -0.243
C 3.19481 0.01938 -3.06623 -0.86 -0.43 0.41 -0.015
C 4.70466 -0.07200 -2.77063 -0.02 0.43 0.41 -0.122
C -6.42589 -0.90424 0.39952 0.27 -0.14 -0.30 -1.316
C -6.91845 -0.63241 1.83339 -0.05 0.52 -0.19 -0.219
H 5.63917 2.79796 -4.19258 -0.21 -0.58 0.24 0.326
H 1.94236 -0.10259 1.22221 -0.01 -0.17 -0.61 0.359
H 0.46879 -0.83608 -1.51204 0.40 0.14 -0.48 0.313
H 1.89568 -0.73979 -4.30698 0.60 0.14 0.06 0.414
H -4.66517 -3.10539 -0.07777 0.50 -0.03 -0.08 0.429
H -2.91468 3.35340 0.60584 -0.06 0.01 0.00 0.396
H -0.68584 2.28880 0.34969 0.04 -0.05 0.00 0.446
H -4.97709 1.97642 0.52236 -0.13 0.13 0.05 0.540
H -0.53405 -0.18024 0.02857 0.37 -0.06 0.11 0.626
H -2.16867 -2.51800 -0.19358 -0.15 0.19 0.03 0.187
H -7.18591 -3.13098 2.16819 0.03 -0.01 0.09 0.269
H -5.90818 1.01998 2.67917 -0.01 -0.20 0.08 0.336
H -8.12274 3.79499 2.18661 0.10 -0.12 -0.01 0.326
H -6.40310 3.48200 1.85269 0.14 0.15 0.08 0.271
H -7.08105 3.11190 3.45793 0.14 0.13 0.04 0.327
H -5.69130 -3.34878 4.71543 -0.06 0.03 -0.24 0.286
H -6.68548 -4.60679 3.95078 0.03 0.13 -0.10 0.347
H -5.05405 -4.25324 3.32868 0.03 -0.08 0.12 0.290
H 8.60199 0.07041 1.52503 0.05 -0.07 -0.06 0.285
H 8.80612 -1.03418 0.14364 0.04 0.07 0.14 0.277
H 10.16920 -0.05052 0.69948 -0.13 -0.11 0.06 0.380
H 5.15093 0.57147 -4.79061 -0.12 -0.19 0.13 0.534
H 6.52059 0.69302 -3.69471 0.06 -0.07 0.09 0.382
H 6.54099 -0.80079 -0.24456 -0.10 -0.08 -0.02 0.365
H 7.02565 -0.39273 -1.87728 -0.14 -0.02 -0.07 0.453
H 4.34657 0.38532 0.62967 0.11 0.01 -0.08 0.290
H 4.28478 -1.23960 -0.06822 -0.17 -0.23 0.21 0.426
H 9.09832 0.87293 -1.39385 -0.03 0.08 0.01 0.313
H 9.11942 2.01003 -0.04202 0.02 -0.06 -0.12 0.354
H 6.94615 2.07136 -1.19911 -0.15 -0.13 0.07 0.212
H 6.74595 1.52638 0.47003 0.01 0.04 -0.02 0.312
H 2.43358 1.08989 -0.73169 -0.08 -0.04 -0.10 0.135
H 2.67358 -1.72114 -1.90957 0.09 -0.06 -0.01 0.154
H 2.89870 1.07335 -3.11249 0.05 0.00 0.01 0.342
H 5.00886 -1.10639 -2.96370 0.05 -0.13 -0.45 0.371
H -6.81676 -0.13234 -0.26523 -0.28 0.02 0.16 0.474
H -6.85432 -1.85076 0.06884 -0.05 -0.10 -0.12 0.503
H -7.98260 -0.86889 1.87501 -0.10 0.20 -0.04 0.589
```
Forces are in eV/Å.

Entry 2:
DFT (the ωB97M-V functional and the def2-TZVPD basis) results for a molecular structure, C24H38OOsP in a non-equilibrium geometry.

* LUMO level (alpha / beta): -2.69 / -4.00 eV
* frontier orbital gap (alpha / beta): 6.615 / 7.263 eV
* total energy: -1444.05418 a.u.
* ΔE to the lowest compared entry with this formula, charge and spin: 537.5 kJ/mol
* spin multiplicity: 5
* charge: +1

The geometry in XYZ format:
```
65
Properties=species:S:1:pos:R:3:forces:R:3:mulliken_charge:R:1
C 1.24507 -2.02602 0.71538 0.13 -1.56 -0.17 0.873
C 1.75252 -1.34883 -0.42979 0.54 -0.86 -0.31 0.307
C 0.85748 -1.55681 -1.52686 0.93 -0.71 -0.56 0.196
C -0.25179 -2.35394 -1.04839 -0.16 -0.69 -0.23 0.825
C -0.03221 -2.59707 0.37582 1.15 -1.80 0.57 0.118
Os -0.31177 -0.60445 -0.00379 0.26 5.62 0.18 1.416
C -3.35333 0.91430 -1.05055 4.19 1.71 -0.71 0.170
C -2.50166 0.55358 0.09074 0.04 -1.34 -0.02 -0.936
H -2.17991 1.33876 0.79505 -0.64 -0.42 -0.19 -0.143
C -2.25641 -0.83320 0.46320 -2.16 0.42 0.85 -0.396
H -2.77042 -1.56208 -0.15557 -0.25 0.04 0.32 0.581
H -2.28457 -1.03910 1.52829 -0.35 -0.28 0.16 0.752
C -3.28327 2.46941 -1.23683 0.06 0.64 -0.21 -1.052
H -2.49510 2.91438 -0.54970 -1.12 -0.50 -0.52 0.213
H -2.89878 2.73391 -2.27197 -0.76 -0.34 1.06 0.237
H -4.23867 3.03596 -1.07387 0.80 -0.61 -0.15 0.363
C -2.89574 0.19045 -2.35314 0.64 -0.34 -0.40 -0.634
H -1.86350 -0.29064 -2.16662 -1.48 0.39 -0.11 -0.083
H -3.56062 -0.58973 -2.78793 0.33 0.59 0.35 0.333
H -2.64955 0.95613 -3.15035 -0.73 -0.88 0.78 0.296
C 3.09067 -0.68629 -0.48193 -0.20 0.15 0.01 -1.604
H 3.21227 -0.04733 0.39428 0.15 -0.04 0.01 0.300
H 3.89774 -1.42570 -0.50659 -0.14 -0.01 0.04 0.314
H 3.15153 -0.04563 -1.35978 0.27 -0.36 0.09 0.562
C 1.12756 -1.21041 -2.96065 0.00 0.04 0.23 -1.424
H 1.65924 -0.26417 -3.00395 0.01 0.08 -0.23 0.245
H 1.74176 -1.98411 -3.44198 -0.14 0.11 0.17 0.280
H 0.19431 -1.12129 -3.51524 0.07 0.09 -0.07 0.325
C -1.29667 -3.03784 -1.87126 0.07 0.04 0.08 -1.264
H -1.32885 -2.61026 -2.87176 -0.10 -0.08 -0.01 0.333
H -1.08865 -4.11065 -1.94910 0.05 0.17 -0.02 0.320
H -2.27226 -2.92410 -1.40484 -0.11 -0.12 -0.17 0.324
C -0.83563 -3.51127 1.24409 0.18 0.02 -0.16 -1.389
H -1.87107 -3.52986 0.91212 -0.07 -0.08 0.12 0.353
H -0.43665 -4.52961 1.20338 -0.08 0.08 0.03 0.300
H -0.79575 -3.16707 2.27828 -0.13 -0.12 0.02 0.437
C 1.98633 -2.26290 1.99446 -0.10 0.48 -0.03 -1.504
H 1.29865 -2.55359 2.78978 0.14 0.02 -0.03 0.374
H 2.71846 -3.07166 1.86830 -0.17 0.15 -0.08 0.325
H 2.52562 -1.35789 2.28923 -0.05 -0.16 0.08 0.284
C 2.06188 1.82172 -1.22814 -5.89 3.03 -2.13 -0.361
C 0.65510 2.11943 -1.78089 0.49 -0.57 -1.08 0.522
C 3.02296 2.50374 -1.92873 1.19 -0.79 1.74 -0.402
C 0.53843 2.53631 -3.15929 -0.95 -1.25 3.50 -0.526
H -0.49296 2.12755 -1.62192 2.28 -1.11 2.11 -0.023
C 2.84144 2.96526 -3.19975 -0.75 0.48 -1.89 -0.400
H 3.97199 2.65320 -1.41679 0.21 -0.19 -0.39 0.436
C 1.61350 2.93039 -3.85466 1.14 -0.66 1.56 -0.635
H -0.50967 2.52162 -3.47350 0.59 0.38 -0.59 0.319
H 3.63754 3.37751 -3.76696 0.91 0.33 -0.05 0.421
H 1.39056 3.17373 -4.81701 0.43 1.08 -2.79 0.538
C 1.49916 1.64404 4.42778 0.01 -0.04 0.01 -1.236
P 0.21488 0.92391 3.38773 0.16 -0.13 -0.88 1.023
C -0.34252 -0.58453 4.20281 -0.09 0.05 0.27 -0.905
C -1.15071 2.09204 3.36826 -0.10 0.05 0.29 -1.186
O 0.70075 0.64498 1.96837 -0.63 -0.22 -0.10 -1.034
H 1.92016 2.52151 3.92276 -0.09 -0.19 0.10 0.372
H 2.29439 0.90876 4.60190 -0.16 0.18 -0.08 0.346
H 1.07742 1.95100 5.39461 0.10 -0.09 -0.24 0.413
H -0.84389 -0.33354 5.14723 0.10 -0.13 -0.18 0.481
H -1.04738 -1.12065 3.55318 0.16 0.18 0.14 0.110
H 0.51762 -1.23250 4.41781 -0.23 0.21 -0.07 0.291
H -0.85697 2.96416 2.76991 -0.06 -0.21 0.14 0.354
H -2.03669 1.62403 2.92238 0.17 0.12 0.13 0.323
H -1.38341 2.41291 4.39296 -0.05 -0.03 -0.29 0.433
```
Forces are in eV/Å.